1.
Entry from OMol25: a single C12H15N3O6 molecule in a non-equilibrium geometry (ωB97M-V/def2-TZVPD).

Geometry as ORCA input:
```
! RIJCOSX wB97M-V def2-TZVPD def2/J DEFGRID3
* xyz 0 1
O 1.952 0.130 1.397
C 0.875 0.312 0.774
N 0.792 -0.037 -0.638
C 2.077 -0.562 -1.349
C 3.130 0.450 -1.885
C 3.945 1.286 -0.998
O 4.360 0.331 -1.938
C -0.153 0.090 -1.435
O -0.022 -0.061 -2.517
N -1.161 0.528 -0.855
C -2.657 0.515 -1.690
C -3.109 -1.025 -1.537
C -2.652 -1.942 -2.343
O -2.244 -2.072 -1.029
C -1.203 0.760 0.502
O -2.430 1.383 0.888
N -0.194 0.901 1.101
C -0.272 1.183 2.635
C -0.811 -0.052 3.223
C 0.218 -0.925 3.722
O -0.317 0.081 4.730
H 2.850 -1.019 -0.410
H 1.785 -1.378 -2.125
H 2.670 1.040 -2.678
H 3.940 1.158 -0.084
H 4.173 2.504 -1.357
H -3.257 1.245 -1.251
H -2.151 0.707 -2.558
H -4.281 -0.705 -1.263
H -1.822 -2.033 -3.166
H -3.411 -2.926 -2.608
H 0.812 1.441 3.048
H -0.885 1.939 2.703
H -1.682 -0.400 3.241
H 1.328 -0.762 3.760
H -0.191 -2.085 3.988
*
```

As for the total energy: -1081.432210 Eh. As for the HOMO energy: -9.885 eV. The LUMO energy is 0.25 eV.

***

2.
Entry from OMol25: C12H15N6O4PSTc as an isolated structure in a non-equilibrium geometry (ωB97M-V/def2-TZVPD).

Geometry as ORCA input:
```
! RIJCOSX wB97M-V def2-TZVPD def2/J DEFGRID3
* xyz 2 2
Tc 0.334 -1.889 1.067
C -1.097 0.371 -3.811
N -0.693 -0.605 -2.835
C -0.581 -1.938 -3.058
C -0.217 -2.517 -1.873
N -0.111 -1.544 -0.928
C -0.397 -0.375 -1.545
P -0.243 1.282 -0.745
C 1.376 0.865 0.055
N 1.620 -0.281 0.733
C 2.901 -0.198 1.186
C 3.428 1.000 0.791
N 2.465 1.649 0.088
C 2.609 2.944 -0.519
C -1.210 0.785 0.754
N -0.984 -0.366 1.431
C -1.841 -0.378 2.489
C -2.592 0.761 2.448
N -2.186 1.474 1.365
C -2.745 2.738 0.969
H -1.357 -0.140 -4.736
H -1.969 0.924 -3.460
H -0.293 1.081 -4.010
H -0.753 -2.380 -4.021
H -0.034 -3.550 -1.650
H 3.350 -0.983 1.763
H 4.400 1.420 0.965
H 3.619 3.310 -0.346
H 2.440 2.882 -1.594
H 1.903 3.657 -0.093
H -1.863 -1.188 3.190
H -3.368 1.105 3.106
H -3.538 3.006 1.666
H -1.992 3.527 0.983
H -3.164 2.673 -0.035
O 0.493 -5.098 2.943
S 0.578 -3.981 2.108
O -0.690 -3.562 1.358
O 0.827 -2.610 2.780
O 1.573 -3.870 1.022
*
```

Its energy above the lowest of the compared OMol25 structures with the same formula, charge and spin is 23.7 kcal/mol. As for the total energy: -1915.540896 Eh. As for the HOMO energy (spin up / spin down): -15.924 / -15.916 eV. The LUMO energy (spin up / spin down) is -10.17 / -9.70 eV. As for the expectation value of S²: 0.758.

***

3.
Entry from OMol25: a single C12H15NO molecule in a non-equilibrium geometry (ωB97M-V/def2-TZVPD).

Geometry as ORCA input:
```
! RIJCOSX wB97M-V def2-TZVPD def2/J DEFGRID3
* xyz 0 1
C -4.294 -1.863 -0.292
C -3.335 -0.971 -0.099
C -2.325 -0.096 -0.014
C -2.139 0.692 1.208
N -2.310 2.116 1.100
C -1.472 0.325 -1.173
C -0.013 0.306 -0.786
C 0.553 -0.819 -0.192
C 1.899 -0.942 0.115
C 2.710 0.145 -0.098
O 4.073 0.098 0.081
C 4.692 -1.051 0.611
C 2.217 1.352 -0.654
C 0.874 1.415 -1.049
H -4.120 -2.906 -0.050
H -5.267 -1.560 -0.655
H -1.099 0.479 1.600
H -2.794 0.398 2.054
H -3.111 2.350 0.555
H -1.471 2.566 0.758
H -1.699 -0.270 -2.075
H -1.805 1.311 -1.414
H -0.094 -1.673 -0.025
H 2.260 -1.899 0.505
H 4.191 -1.433 1.530
H 5.706 -0.709 0.807
H 4.732 -1.880 -0.105
H 2.919 2.145 -0.834
H 0.522 2.376 -1.407
*
```

Its energy above the lowest of the compared OMol25 structures with the same formula, charge and spin is 75.6 kcal/mol. As for the total energy: -596.167173 Eh. As for the HOMO energy: -8.363 eV. The LUMO energy is 0.85 eV.

***

4.
Entry from OMol25: an isolated ion of composition C12H15O2 and charge +1 in a non-equilibrium geometry (ωB97M-V/def2-TZVPD).

Geometry as ORCA input:
```
! RIJCOSX wB97M-V def2-TZVPD def2/J DEFGRID3
* xyz 1 3
C 3.415 -0.388 0.419
C 3.008 -1.588 -0.238
C 2.560 0.634 0.664
C 1.712 -1.828 -0.615
C 1.305 0.514 0.001
C 0.923 -0.675 -0.651
C 0.278 1.431 -0.166
C -0.511 -0.410 -1.068
C -1.101 -0.843 1.397
C -2.834 -1.263 -0.418
C -0.917 3.475 -0.112
C -1.355 -1.288 -0.027
O -0.792 0.935 -0.813
O 0.254 2.718 0.134
H 4.412 -0.517 0.883
H 3.847 -2.214 -0.338
H 2.818 1.627 1.187
H 1.522 -2.692 -1.170
H -0.915 -0.621 -2.089
H -2.027 -1.009 1.897
H -0.871 0.160 1.684
H -0.257 -1.426 1.706
H -3.407 -0.250 -0.328
H -3.508 -1.940 0.183
H -2.928 -1.400 -1.461
H -0.521 4.456 -0.448
H -1.574 3.726 0.688
H -1.576 3.010 -0.813
H -0.962 -2.336 -0.088
*
```

As for the total energy: -616.309912 Eh. As for the HOMO energy (spin up / spin down): -10.342 / -14.090 eV. The LUMO energy (spin up / spin down) is -3.55 / -8.03 eV. As for the expectation value of S²: 2.033.

***

5.
Entry from OMol25: C12H16BrClF3GaIOS4Sb as an isolated structure in a non-equilibrium geometry (ωB97M-V/def2-TZVPD).

Geometry as ORCA input:
```
! RIJCOSX wB97M-V def2-TZVPD def2/J DEFGRID3
* xyz -1 2
Ga 0.588 -0.879 0.439
S 3.295 2.918 0.248
Sb 3.436 0.621 0.160
S 1.702 -0.110 -1.428
S 2.052 -0.073 2.050
Cl -1.683 -1.783 -0.936
C -1.402 -0.511 0.278
H -2.050 -0.725 1.128
H -1.716 0.432 -0.165
F 2.064 -3.252 1.159
C 0.789 -2.880 0.854
F 0.247 -3.958 0.254
F 0.142 -2.819 2.092
C 0.678 1.248 4.752
C -0.730 1.634 4.362
S -0.927 1.504 2.520
O -2.361 1.742 2.281
C -0.076 3.090 2.058
C -1.076 4.172 1.732
H 0.793 1.189 5.832
H 1.402 1.961 4.367
H 0.920 0.277 4.329
H -1.005 2.639 4.686
H -1.463 0.929 4.752
H 0.535 2.861 1.185
H 0.580 3.364 2.879
H -1.767 3.824 0.968
H -0.549 5.046 1.362
H -1.658 4.445 2.608
Br 0.352 -3.885 -3.821
C -1.239 -3.553 -4.794
C -1.943 -4.628 -5.321
C -3.085 -4.411 -6.073
C -3.545 -3.118 -6.275
C -2.855 -2.050 -5.731
C -1.693 -2.256 -5.001
I -0.650 -0.578 -4.281
H -1.586 -5.632 -5.144
H -3.612 -5.252 -6.499
H -4.436 -2.938 -6.861
H -3.210 -1.040 -5.872
*
```

As for the total energy: -7931.503954 Eh. As for the HOMO energy (spin up / spin down): -5.380 / -5.376 eV. The LUMO energy (spin up / spin down) is 2.30 / 0.11 eV. As for the expectation value of S²: 0.763.

***

6.
Entry from OMol25: a 8-piece molecular cluster, C12H16Cl21FN3O2 overall in a non-equilibrium geometry (ωB97M-V/def2-TZVPD).

Geometry as ORCA input:
```
! RIJCOSX wB97M-V def2-TZVPD def2/J DEFGRID3
* xyz -1 1
C 2.628 -2.209 -3.494
C 3.679 -3.338 -3.038
C 4.739 -2.815 -1.941
N 3.964 -2.262 -0.789
N 4.699 -1.199 -0.239
C 3.995 0.054 -0.532
O 2.715 0.028 -0.591
N 4.835 1.267 -0.683
C 5.122 1.588 -2.074
O 4.313 1.886 -2.957
F 6.509 1.529 -2.448
H 2.321 -1.535 -2.628
H 3.086 -1.550 -4.303
H 1.662 -2.723 -3.863
H 4.270 -3.665 -3.974
H 3.160 -4.289 -2.633
H 5.287 -1.918 -2.420
H 5.528 -3.593 -1.654
H 3.821 -3.025 -0.112
H 4.485 2.072 -0.150
C -0.342 0.984 0.453
Cl -1.496 0.563 -0.820
Cl -0.698 2.591 1.109
Cl -0.364 -0.231 1.739
H 0.659 1.003 0.018
C 2.628 -4.404 2.549
Cl 2.509 -5.930 3.442
Cl 3.106 -4.688 0.873
Cl 1.098 -3.524 2.590
H 3.389 -3.788 3.023
C -4.280 -0.427 -3.791
Cl -4.138 0.763 -2.490
Cl -2.688 -1.061 -4.229
Cl -5.364 -1.744 -3.317
H -4.704 0.067 -4.663
C -5.102 -4.767 -0.736
Cl -4.677 -3.197 -0.042
Cl -6.638 -4.666 -1.610
Cl -3.816 -5.344 -1.804
H -5.217 -5.481 0.078
C -1.284 3.834 4.504
Cl -2.050 2.554 5.455
Cl -1.617 5.421 5.214
Cl 0.459 3.560 4.383
H -1.704 3.813 3.500
C -7.365 0.670 -0.267
Cl -7.379 1.496 -1.833
Cl -9.002 0.175 0.189
Cl -6.282 -0.729 -0.310
H -6.996 1.366 0.483
C -0.230 9.336 5.461
Cl -0.134 11.087 5.224
Cl -1.906 8.836 5.732
Cl 0.457 8.481 4.074
H 0.351 9.078 6.344
*
```

As for the total energy: -10545.407225 Eh. As for the HOMO energy: -3.514 eV. The LUMO energy is 1.74 eV.

***

Question: Number 5 is which compound?
Answer: C12H16BrClF3GaIOS4Sb

***

What did the fifth record say?
Entry from OMol25: C12H16BrClF3GaIOS4Sb as an isolated structure in a non-equilibrium geometry (ωB97M-V/def2-TZVPD).

Geometry as ORCA input:
```
! RIJCOSX wB97M-V def2-TZVPD def2/J DEFGRID3
* xyz -1 2
Ga 0.588 -0.879 0.439
S 3.295 2.918 0.248
Sb 3.436 0.621 0.160
S 1.702 -0.110 -1.428
S 2.052 -0.073 2.050
Cl -1.683 -1.783 -0.936
C -1.402 -0.511 0.278
H -2.050 -0.725 1.128
H -1.716 0.432 -0.165
F 2.064 -3.252 1.159
C 0.789 -2.880 0.854
F 0.247 -3.958 0.254
F 0.142 -2.819 2.092
C 0.678 1.248 4.752
C -0.730 1.634 4.362
S -0.927 1.504 2.520
O -2.361 1.742 2.281
C -0.076 3.090 2.058
C -1.076 4.172 1.732
H 0.793 1.189 5.832
H 1.402 1.961 4.367
H 0.920 0.277 4.329
H -1.005 2.639 4.686
H -1.463 0.929 4.752
H 0.535 2.861 1.185
H 0.580 3.364 2.879
H -1.767 3.824 0.968
H -0.549 5.046 1.362
H -1.658 4.445 2.608
Br 0.352 -3.885 -3.821
C -1.239 -3.553 -4.794
C -1.943 -4.628 -5.321
C -3.085 -4.411 -6.073
C -3.545 -3.118 -6.275
C -2.855 -2.050 -5.731
C -1.693 -2.256 -5.001
I -0.650 -0.578 -4.281
H -1.586 -5.632 -5.144
H -3.612 -5.252 -6.499
H -4.436 -2.938 -6.861
H -3.210 -1.040 -5.872
*
```

As for the total energy: -7931.503954 Eh. As for the HOMO energy (spin up / spin down): -5.380 / -5.376 eV. The LUMO energy (spin up / spin down) is 2.30 / 0.11 eV. As for the expectation value of S²: 0.763.

***

Question: Which of these has the lowest total energy?
Answer: C12H16Cl21FN3O2

***

Question: Number 6 is which compound?
Answer: C12H16Cl21FN3O2